1.
DFT (ωB97M-V/def2-TZVPD) results for 3 unconnected molecules or ions with the total composition C32H54FN8O3PS in a non-equilibrium geometry.

Geometry as XYZ:
```
100
Properties=species:S:1:pos:R:3:forces:R:3:lowdin_charge:R:1
C 1.291714 -0.402605 -0.357520 -0.26 0.54 0.13 -0.3569
H -6.159338 3.189025 -5.298291 0.02 0.14 -0.02 0.0683
H -3.650942 4.665563 -1.293052 0.25 0.05 0.18 0.1040
N 6.014772 -0.966146 4.202384 0.01 0.00 0.04 0.1458
N -1.906839 -0.614091 3.635548 1.07 0.44 0.21 0.0390
H 3.002969 -0.680877 -3.269495 -0.11 -0.08 -0.22 0.1012
C -4.418903 3.761723 -3.076011 -0.67 0.19 0.28 -0.2109
H 3.214276 -2.505664 -2.119075 0.04 -0.21 -0.04 0.1194
H -0.549322 -3.764038 0.117702 0.09 0.32 -0.12 0.0857
H 3.327843 1.337780 -1.293533 -0.12 0.25 0.12 0.0863
N -1.253354 1.833363 -6.975190 0.03 -0.02 0.03 0.1530
F 3.220320 -4.675482 -1.562198 0.14 -0.04 -0.11 -0.0394
C -2.107306 2.777932 -6.479241 0.00 -0.01 -0.05 -0.6641
C -2.328094 3.029434 -1.795050 0.34 0.94 0.18 -0.1797
H 2.615580 -6.377915 -0.144085 -0.24 -0.02 -0.26 0.1122
S 0.678174 1.252858 -0.510018 -0.03 -0.12 0.17 1.1232
H 0.838643 0.455611 3.578322 -0.06 0.12 0.07 0.0921
H -6.532243 3.410746 -2.928769 -0.17 -0.24 0.43 0.0995
O -2.322198 2.900538 -5.284857 0.20 -0.08 -0.18 0.0165
P -4.177279 1.496470 3.531292 -0.62 -0.94 -0.26 0.7055
H -1.824424 3.519673 -2.626978 0.07 -0.22 -0.23 0.1030
N 4.659566 -0.372494 2.429604 0.00 -0.03 -0.05 0.1515
H -1.551092 -4.549197 1.315427 -0.09 -0.04 -0.02 0.0884
H -6.615326 1.604629 -4.695872 0.04 -0.13 -0.19 0.0644
H -3.408811 3.065901 1.371068 0.01 0.15 -0.11 0.0979
H 1.283827 -5.403298 0.480304 -0.15 0.13 -0.12 0.0950
C 3.063354 -4.334432 -0.206394 -0.71 0.27 -0.45 -0.2650
H -1.063390 1.713917 -7.951414 -0.02 0.01 -0.01 0.0923
C 1.250674 -0.334272 2.962911 -0.17 -0.45 -0.33 -0.0074
C -1.611723 -0.098387 5.001337 -0.08 -0.09 0.25 -0.2664
H 1.457351 0.135249 -3.206191 -0.10 0.20 0.03 0.1140
H -1.620697 -2.818952 1.211445 0.09 0.23 -0.08 0.0929
C -1.589147 2.274333 0.538064 -0.09 0.05 0.17 -0.2357
H -4.341927 3.079012 -1.025539 -0.07 0.06 0.11 0.1016
C 4.569621 1.232865 -3.006198 -0.03 0.85 0.11 -0.2878
H 4.608481 3.159535 -3.690160 0.01 0.01 -0.07 0.0585
C -1.766889 0.343130 2.591735 -0.54 -0.08 0.12 -0.2098
H -0.450484 3.544184 -0.781474 0.14 -0.18 -0.11 0.0798
C -0.604012 -0.946567 5.777307 -0.25 0.17 0.41 -0.0813
C 0.129942 -3.634700 2.175830 0.05 0.09 0.14 -0.4009
N -2.706242 3.574511 -7.413737 -0.02 0.04 0.02 0.1574
C -3.717019 3.660966 -1.708196 -0.22 -0.33 -0.36 -0.2072
C -0.688055 0.296945 1.687403 -0.80 -0.12 0.15 -0.1663
C -0.301560 -4.108016 3.527999 -0.24 -0.18 -0.29 -0.0314
H -3.723769 3.611892 -3.902572 -0.03 -0.15 0.25 0.0618
H -3.738758 1.609315 4.863971 0.22 0.27 -0.10 0.0021
H 5.085460 3.002478 -2.161128 0.18 0.07 0.02 0.0619
C 2.366260 -2.973432 -0.196729 0.26 0.20 -0.26 -0.0811
H 4.349224 0.316286 1.769921 0.05 0.00 -0.03 0.0974
H -0.674657 -2.007404 5.548349 0.00 -0.06 -0.16 0.0587
O -5.199485 0.436967 3.372942 -0.06 -0.02 0.08 -0.4355
C -0.940480 -3.664273 1.124602 -0.22 -0.59 0.16 -0.0088
C 2.372072 -0.048986 -2.644649 0.53 -0.25 0.23 -0.1683
H 3.259809 -4.806024 2.275500 -0.10 0.02 0.24 0.0515
H 0.394926 -3.800492 4.297907 0.10 -0.06 0.10 0.0752
C 5.620852 0.009974 3.325949 0.00 -0.05 -0.01 -0.6835
H -2.373452 1.962567 -2.001374 -0.01 -0.10 -0.07 0.1233
H 0.418984 -0.602360 5.674044 0.16 -0.11 -0.29 0.0587
N 0.272624 -0.741894 1.907721 0.52 1.16 -0.25 -0.0671
C 1.024508 -1.168422 0.768627 0.16 -0.97 -0.39 -0.1866
H 4.259812 -1.292383 2.396967 0.00 0.00 -0.01 0.0866
C -2.648720 2.300976 1.439306 0.66 -0.58 0.18 -0.0456
O 6.088782 1.132353 3.343968 -0.01 0.01 0.01 0.0290
H -0.837101 -0.850985 6.837451 0.02 -0.04 0.09 0.0751
H 4.535939 0.822432 -4.013229 0.03 -0.10 -0.08 0.1070
H 5.640898 -1.895591 4.203214 -0.02 0.00 -0.03 0.0884
H 3.855070 -6.360154 1.796738 -0.07 -0.34 0.02 0.0726
H -4.690279 2.778295 3.234997 0.39 0.10 0.03 0.0158
H -3.339836 4.275933 -7.079139 -0.01 -0.01 0.01 0.1048
H -0.800804 1.232836 -6.312209 -0.01 0.00 0.01 0.1014
H -1.864272 4.254586 -0.100490 0.00 0.13 0.02 0.1109
C -0.631432 1.258333 0.678596 0.05 -0.13 -0.27 -0.3480
C 2.360289 -5.506872 0.454907 0.90 -0.47 0.69 -0.1733
H -2.516550 -0.062281 5.603772 -0.29 -0.07 -0.18 0.0844
C 3.178130 1.244906 -2.368672 -0.12 -0.60 -0.05 -0.2261
N 1.321145 -3.226830 2.012101 -0.07 0.72 -0.11 0.1379
C -1.487376 3.329154 -0.535424 -0.35 -0.20 0.24 -0.1833
H 4.079264 -4.212337 0.169269 0.09 -0.13 0.17 0.1505
C 2.593020 -2.158616 -1.310013 -0.06 0.41 0.22 0.0275
H 5.250984 0.637616 -2.400702 -0.04 -0.33 -0.10 0.1126
C -5.650986 2.836384 -3.207880 0.63 0.50 -0.66 -0.2526
C 2.072858 -0.878226 -1.420032 -0.11 -0.32 0.25 -0.2324
C -2.742023 1.340492 2.451001 0.08 0.71 0.17 -0.2617
N 5.167682 2.576123 -3.078234 -0.11 -0.18 0.03 -0.0174
H -1.210165 -1.333080 3.477729 -0.11 -0.13 -0.29 0.0703
C 2.949768 -5.763279 1.858516 -0.03 0.83 -0.19 -0.0969
H -1.294056 -3.689265 3.702442 -0.04 0.08 0.24 0.0814
H -0.448727 -5.188072 3.538143 0.12 -0.12 0.05 0.0865
H -5.510227 1.995138 -2.532246 -0.25 -0.20 -0.02 0.0999
H 1.492039 -1.201007 3.572657 0.10 -0.05 0.10 0.0759
H 2.153919 -0.000434 2.460786 0.12 0.30 0.28 0.0702
C 1.575358 -2.470941 0.832574 -0.10 -0.58 0.09 -0.1667
H -4.894977 1.994562 -5.031007 -0.03 -0.22 -0.15 0.0562
H 2.226888 -6.178471 2.552950 0.03 -0.29 0.01 0.0669
H -1.237293 0.926435 4.968224 -0.02 0.11 -0.20 0.1117
H -2.546604 3.491254 -8.399068 0.01 -0.02 0.00 0.0926
H 6.717483 -0.720822 4.873613 0.01 0.02 0.00 0.1007
H 2.615288 2.111664 -2.706871 0.03 0.16 -0.05 0.0998
H -4.798075 4.781460 -3.177028 0.13 0.12 -0.13 0.1041
C -5.842733 2.370981 -4.652501 -0.05 -0.09 0.42 -0.1139
```
Forces are in eV/Å.

- strongest force on any atom (eV/A) = 1.30
- highest occupied orbital energy (eV) = -8.0
- LUMO energy (eV) = 0.376
- frontier orbital gap (Ha) = 0.3061


2.
DFT (ωB97M-V/def2-TZVPD) results for 10 unconnected molecules or ions with the total composition C32H54N6O4S4 in a non-equilibrium geometry.

Geometry as XYZ:
```
100
Properties=species:S:1:pos:R:3:forces:R:3:lowdin_charge:R:1
N 1.133798 4.789348 -0.169896 -0.49 0.45 0.11 0.0118
H -2.341471 -3.184662 -0.712084 -0.48 0.28 0.11 0.0460
N 4.501550 2.282920 3.206014 0.52 0.20 -0.02 0.0016
C 4.785910 3.173573 5.210802 -0.07 0.57 -0.22 -0.1199
C 1.289188 -4.393515 -0.935078 0.40 -0.41 0.16 -0.1428
H -3.079232 -0.036382 -0.565648 0.00 -0.34 0.28 0.0842
C 4.944038 -0.998729 3.732608 0.09 0.34 -0.19 -0.2497
C -2.153575 4.609242 -1.516629 0.56 -0.19 -0.50 -0.2569
H -0.116771 1.475913 0.361987 -0.05 -0.30 -0.35 0.0257
C 1.550309 -1.495281 -4.905962 0.06 -0.42 0.39 -0.1524
C 5.438238 2.582654 4.161522 -0.14 -0.28 0.00 -0.1560
O -1.182015 -0.737153 -0.631267 -0.42 0.05 0.05 -0.5631
C 1.892494 5.908486 -0.069848 0.25 0.63 0.18 -0.1472
C 0.330094 0.698114 0.988435 -0.01 1.49 0.13 -0.2611
H 2.471369 0.976630 -6.836990 0.07 -0.15 -0.34 0.0894
H 3.861662 -2.832683 0.739542 -0.24 0.21 0.08 0.0361
C 3.280769 2.731735 3.602017 -0.26 -0.75 0.21 -0.1362
H -2.907820 -3.224346 1.031585 0.08 0.25 -0.09 0.0408
H -2.515855 1.406632 2.994590 -0.05 0.08 -0.08 0.0874
C -2.531882 -5.835986 -1.461022 0.32 0.03 -0.11 -0.2664
H -0.113892 0.903910 1.962294 -0.01 -0.65 0.12 0.0555
C 0.929147 -6.460173 -1.701170 -0.08 -0.24 -0.35 -0.1570
H -4.642564 3.637616 -0.549702 0.16 0.05 -0.15 0.0550
S -2.303085 3.373757 -0.227826 0.25 0.18 -0.38 0.8281
C 1.554811 -4.385801 -2.276860 -0.22 0.50 0.35 -0.1030
H 1.888348 -3.488177 -2.768890 0.11 -0.25 -0.38 0.0624
H 1.801434 0.596191 -4.318569 -0.27 -0.03 0.05 0.0867
H 1.369126 2.864507 -1.044087 0.09 -0.11 0.11 0.0914
O -3.142208 -6.146303 1.075260 0.06 -0.20 0.23 -0.5618
H -1.158929 4.542430 -1.964677 -0.01 -0.29 0.12 0.0475
C 1.809419 -0.174065 -5.071137 0.38 0.50 -0.53 -0.1050
H 3.948237 6.296501 -0.843073 -0.09 0.33 0.46 0.0873
S -3.464869 -5.234909 -0.051938 -0.03 0.20 -0.28 0.8080
H 1.149526 -2.023075 -4.059093 0.08 -0.08 0.01 0.0816
C -2.461819 -3.764162 0.202435 0.48 -0.39 -0.24 -0.2714
H 5.651295 -0.319253 3.255544 0.11 -0.16 -0.05 0.0534
N 1.862617 -2.141038 -6.069767 -0.45 -0.05 -0.57 0.0079
C -3.950102 3.857115 0.264818 -0.23 -0.23 0.31 -0.2517
H 1.562843 6.804750 0.428789 -0.28 -0.07 -0.05 0.1071
C 1.838440 3.801563 -0.799962 -0.34 0.16 0.25 -0.1446
H -5.055764 0.160763 1.021470 0.00 0.32 0.09 0.0843
H -2.874905 4.381527 -2.300950 -0.18 0.31 0.10 0.0594
H 1.395364 0.924152 1.024733 0.07 -0.36 0.19 0.0291
H -6.207608 1.277124 -2.984298 0.04 0.01 -0.03 0.0855
C -5.654626 0.935536 -2.124338 -0.12 0.66 0.23 -0.1210
H 1.494339 -3.643219 -0.190969 -0.32 0.02 0.10 0.0873
H 0.172984 4.757362 0.154747 0.15 -0.54 0.11 0.0757
C 3.078742 4.306859 -1.063565 0.44 -0.11 -0.44 -0.1218
H 1.637041 -3.092280 -6.300811 -0.01 0.00 0.20 0.1431
H 6.482095 2.342036 4.054178 0.01 0.04 -0.18 0.1015
H 1.484523 -1.656804 -1.529838 -0.52 -0.05 -0.05 0.0233
H 1.508342 0.126968 -1.251464 -0.07 -0.07 -0.20 0.0604
H 4.563539 -0.502972 4.622082 -0.09 -0.10 0.05 0.0564
H 3.896576 3.784105 -1.535821 -0.10 -0.02 -0.07 0.0867
H 2.622289 3.675429 5.467740 -0.05 0.04 -0.06 0.0862
C -3.468253 0.939593 3.189196 0.47 0.04 0.12 -0.1133
O 3.508578 -0.036317 1.704273 0.04 0.21 -0.04 -0.5704
C 3.108434 5.658993 -0.627377 0.60 -0.73 -0.57 -0.1148
H -3.018888 -1.247480 3.009187 0.02 -0.02 0.07 0.0884
N -5.572849 0.621015 3.753047 -0.04 -0.32 0.24 0.0075
H -6.540219 0.787440 3.962938 0.06 0.08 0.10 0.1458
H -2.529984 -5.093191 -2.258945 -0.10 -0.01 -0.01 0.0595
C -3.720264 -0.460725 3.230967 0.16 0.11 0.03 -0.1150
H -4.255143 3.207528 1.085523 0.12 0.13 0.13 0.0288
H 2.351784 -1.484266 -8.055586 0.21 -0.18 0.07 0.1051
H 5.408225 -1.957016 3.948925 -0.01 0.02 0.21 0.0520
H 5.266666 3.732088 5.998520 -0.03 -0.42 0.30 0.0877
N 0.927520 -5.672611 -0.600208 0.01 0.35 0.68 0.0064
C 1.436150 -0.859836 -0.796647 0.70 0.17 0.50 -0.2405
S 3.610004 -1.257791 2.557526 -0.26 -0.32 0.05 0.8399
H -3.578043 0.526055 -2.839225 -0.22 -0.40 -0.27 0.1079
C 3.404068 3.239071 4.869645 0.10 0.42 -0.14 -0.1061
H -2.964818 -6.767193 -1.817289 -0.11 0.00 0.07 0.0515
H 2.441760 2.538308 2.954304 -0.16 0.17 0.16 0.1040
C 4.486556 -2.434321 1.537165 0.51 -0.35 -0.25 -0.2615
H 0.707030 -5.985827 0.328879 -0.06 0.00 -0.01 0.1534
C -6.089707 0.990438 -0.760762 -0.32 -0.47 -1.01 -0.1145
C -5.071536 0.474183 -0.011171 -0.42 -0.60 1.10 -0.1628
H 1.485596 -6.023222 -3.775499 -0.24 -0.08 -0.02 0.0921
H 2.287647 -0.982170 -0.120481 0.04 0.17 -0.09 0.0211
H 4.624922 1.710188 2.386685 0.01 0.08 -0.06 0.1056
C -4.376203 0.467484 -2.116323 0.80 -0.09 0.47 -0.1419
H -5.619874 -1.501455 3.782814 0.06 -0.06 -0.11 0.1112
O -1.303979 3.817606 0.805444 -0.46 -0.13 0.20 -0.5659
C -4.623294 1.579690 3.537523 -0.51 0.02 0.05 -0.1474
C -5.022128 -0.622683 3.609310 -0.37 -0.03 -0.21 -0.1427
C 1.293065 -5.686599 -2.770303 0.49 -0.01 -0.37 -0.0945
S -0.003643 -0.896048 0.272754 0.11 -0.25 -0.33 0.8237
H 4.852341 -3.278770 2.122452 -0.07 0.07 0.10 0.0565
H -7.102177 1.238318 -0.487811 0.10 0.03 0.41 0.0867
H -3.963268 4.911176 0.536754 0.00 0.00 0.07 0.0632
N -4.047976 0.113657 -0.818497 0.24 0.89 -1.28 0.0363
H 5.328124 -1.905473 1.084681 0.00 0.00 0.04 0.0691
H 0.643673 -7.495688 -1.638841 0.04 -0.04 -0.04 0.1176
H -1.504632 -6.010081 -1.131704 -0.18 0.02 -0.04 0.0201
C 2.220873 -1.219815 -7.020241 -0.05 0.21 -0.19 -0.1452
H -4.900550 2.603063 3.725539 0.31 0.14 -0.24 0.1108
C 2.221103 0.010247 -6.433988 -0.08 0.26 0.89 -0.1046
H -1.452830 -4.111098 0.443538 -0.13 -0.05 0.30 0.0387
H -2.205364 5.609059 -1.086651 -0.47 -0.03 0.03 0.0658
```
Forces are in eV/Å.

- strongest force on any atom (eV/A) = 1.58
- highest occupied orbital energy (eV) = -7.9
- LUMO energy (eV) = 0.251
- energy above the lowest of the compared OMol25 structures with the same formula, charge and spin (kJ/mol) = 0.0
- frontier orbital gap (Ha) = 0.3004